A single C10H13BCl4N2O2 molecule. Source: OMol25; level of theory: ωB97M-V with the def2-TZVPD basis set.

The geometry in XYZ format:
```
32
Properties=species:S:1:pos:R:3:lowdin_charge:R:1
C -0.5476 -1.7008 0.9124 0.012
N 0.3505 -1.4723 -0.2401 -0.204
C 1.6166 -2.2262 0.0506 0.021
N -0.2140 -2.1422 -1.4075 0.088
C -1.3855 -1.6442 -1.9417 -0.266
O -2.2898 -1.0738 -1.3056 0.032
H 0.0262 -1.3884 1.8109 0.129
H -1.4628 -1.1134 0.7765 0.099
H -0.7337 -2.7855 0.9217 0.118
H 2.1758 -1.5654 0.6877 0.074
H 1.3203 -3.1062 0.6003 0.103
H 2.2032 -2.4764 -0.8319 0.100
H 0.4513 -2.4267 -2.1478 0.162
H -1.4226 -1.8578 -3.0555 0.157
Cl 4.4605 0.0775 0.6369 0.460
B 3.0621 0.7505 -0.4435 -1.902
Cl 3.2389 2.5721 -0.5644 0.511
Cl 3.1979 -0.0242 -2.2120 0.435
O 1.8434 0.3283 0.1291 -0.195
C 0.6211 0.1104 -0.4788 -0.199
C -0.3953 1.0737 0.1715 -0.162
C -1.3087 1.7915 -0.6188 -0.016
C -2.3261 2.5727 -0.0319 -0.078
C -2.3509 2.7492 1.3569 -0.660
Cl -3.7618 3.4004 2.1338 0.670
C -1.3572 2.1472 2.1349 -0.089
C -0.3204 1.4257 1.5345 -0.015
H 0.6556 0.1467 -1.6237 0.143
H -1.2679 1.6133 -1.7001 0.122
H -3.1291 2.9962 -0.6386 0.111
H -1.4299 2.2183 3.2318 0.115
H 0.4798 1.0300 2.1524 0.126
```

Its relative energy (zero: lowest compared OMol25 entry of this formula, charge and spin) is 0.0 kJ/mol. For the LUMO energy, the calculation gives -0.21 eV. As for the frontier orbital gap: 9.2 eV. For the molar mass, the calculation gives 345.9 g/mol.



3 unconnected molecules or ions with the total composition C10H13BF4O11. Source: OMol25; level of theory: ωB97M-V with the def2-TZVPD basis set.

The geometry in XYZ format:
```
39
Properties=species:S:1:pos:R:3:lowdin_charge:R:1
C 1.3421 3.2817 -2.6574 -0.024
O 0.8451 3.0708 -4.0003 0.043
B 1.0536 1.7737 -4.4361 -0.750
O 2.1722 1.5249 -5.2049 0.200
O 0.0814 0.8149 -4.0984 0.265
C 0.4628 -0.4809 -4.2875 -0.522
O 0.6164 -0.9115 -5.3401 0.265
O 0.6042 -1.3520 -3.2122 0.190
C 1.3417 -0.8536 -2.1643 -0.512
F 0.7338 0.1580 -1.5198 0.151
F 1.3892 -1.8421 -1.2607 0.155
C 2.8227 -0.4887 -2.5202 -0.264
F 3.3049 0.3976 -1.6428 0.124
F 3.5424 -1.6206 -2.3452 0.103
H 1.4232 2.3177 -2.1311 0.073
H 0.5999 3.8987 -2.1291 0.103
H 2.3169 3.7885 -2.6925 0.104
H 2.1751 2.2231 -5.8789 0.139
H 2.9931 -0.1862 -3.5652 0.172
O -3.6036 -1.7842 2.8583 0.153
C -2.8005 -1.7363 1.9814 -0.564
O -1.5334 -2.2141 2.0784 0.058
C -0.9590 -2.1810 0.7706 -0.121
C -1.7717 -1.1170 0.0803 -0.125
O -3.0280 -1.1950 0.7582 0.070
H 0.0987 -1.9371 0.8177 0.123
H -1.0765 -3.1640 0.3091 0.139
H -1.3566 -0.1166 0.2187 0.131
H -1.8923 -1.3045 -0.9849 0.133
O 0.6527 1.9450 4.5399 0.159
C -0.1654 1.1380 4.8428 -0.565
O -1.4297 1.4355 5.2422 0.062
C -2.1645 0.2098 5.2912 -0.117
C -1.0818 -0.8209 5.4684 -0.122
O 0.0404 -0.2065 4.8325 0.058
H -2.8766 0.2176 6.1140 0.135
H -2.7078 0.0866 4.3531 0.117
H -0.8392 -0.9988 6.5189 0.132
H -1.3259 -1.7704 4.9959 0.127
```

As for the SMILES: COB(O)OC(=O)OC(F)(F)C(F)F.O=C1OCCO1.O=C1OCCO1. For the LUMO energy, the calculation gives 0.14 eV. As for the frontier orbital gap: 11.0 eV. For the molar mass, the calculation gives 396.0 g/mol.



- LUMO of number 1 (C10H13BCl4N2O2)?
  -0.21 eV



- Among the records above, which one has the lowest LUMO?
  C10H13BCl4N2O2



- What is the frontier orbital gap in the second record?
  11.0 eV



- What is the formula in the second record?
  C10H13BF4O11